Entry 1:
Here is a structure of composition C18H36FHfO18 in a non-equilibrium geometry from OMol25. Energies are from ωB97M-V/def2-TZVPD.

Atoms and positions in Å:
H -4.448 -0.432 -3.553
O 3.214 -2.248 0.615
H -2.132 4.270 2.215
C 3.343 -1.534 -0.457
H -3.454 3.987 1.116
C -5.326 -3.384 2.089
O 0.124 -1.300 -1.624
H -1.105 -3.209 -4.545
C -4.212 0.562 -3.923
H -0.400 -1.712 -3.913
H -1.569 -4.751 -1.008
O -0.592 -3.238 -2.519
O 2.548 -0.664 -0.842
O -4.380 -2.308 1.960
C 1.134 5.475 -0.048
H -1.070 -0.284 3.342
C 3.726 2.237 0.204
H -3.673 -0.009 0.454
H 5.166 -3.312 0.064
O 4.394 -1.793 -1.167
H 6.385 -2.098 -0.447
C -3.244 -2.433 2.615
H 6.013 1.467 1.191
H 6.340 3.205 0.828
H 1.209 -2.304 0.909
O -2.880 0.964 -3.565
H 2.146 -2.551 2.399
C -0.365 3.611 0.047
C 6.102 2.222 0.419
H -2.169 -0.608 -0.024
H -1.082 -1.854 3.852
H -4.875 -4.325 1.772
H -0.461 -1.488 2.140
H 0.837 5.837 -1.034
O -0.944 -2.798 -0.404
O -2.852 -3.338 3.295
Hf 1.068 0.932 -1.749
C 2.576 2.662 2.249
C 2.092 -1.988 1.479
H 5.727 -3.297 -1.545
C -2.398 4.233 1.157
C -1.807 -3.953 -0.311
C -0.361 -2.800 -3.868
O -2.492 -1.331 2.370
O 0.329 2.908 -0.687
C -0.437 -2.393 -1.522
F 0.415 0.527 0.271
H 2.256 3.662 1.947
H 0.621 -3.117 -4.217
C 5.479 -2.629 -0.722
H -2.840 -3.649 -0.472
H 2.038 4.880 -0.143
H 1.837 -0.928 1.514
C -2.813 0.262 -0.152
H -4.929 1.330 -3.639
O -1.171 0.972 -2.177
H 1.293 6.392 0.512
O 3.761 2.380 1.501
O 4.883 2.377 -0.346
C -2.379 0.776 -2.395
H 6.941 2.047 -0.248
O -3.219 0.303 -1.537
H 2.864 2.811 3.287
H -6.196 -3.216 1.463
O 2.691 2.028 -0.437
H 1.761 1.945 2.180
C -1.183 -1.290 2.926
O 0.061 4.734 0.554
H -5.619 -3.469 3.133
H -1.684 -4.342 0.696
H -2.345 1.177 0.190
H -2.335 5.300 0.933
H -4.340 0.534 -5.004
O -1.596 3.370 0.354

The value obtained for the maximum force is 11.0 eV/A. Its charge is +3. Its energy above the lowest of the compared OMol25 structures with the same formula, charge and spin is 0.0 kcal/mol.

Here are the Löwdin charges for atoms 1 to 6, given in e:
1 H 0.111
2 O 0.067
3 H 0.116
4 C -0.564
5 H 0.113
6 C -0.003

Entry 2:
Here is a cluster of 5 separate species, C18H36O16S in total in a non-equilibrium geometry from OMol25. Energies are from ωB97M-V/def2-TZVPD.

Atoms and positions in Å:
C 30.814 2.773 -16.004
C 34.620 8.546 -18.856
C 35.119 6.122 -16.174
C 35.389 7.482 -18.073
H 29.076 4.468 -12.048
H 37.384 3.551 -23.552
O 34.584 6.983 -17.011
C 35.998 2.110 -24.402
H 35.622 4.098 -18.322
H 33.793 4.707 -13.838
O 30.386 7.922 -17.554
H 37.390 4.288 -18.487
H 35.043 1.699 -24.076
C 36.324 3.307 -23.476
C 26.862 4.765 -12.296
O 39.534 10.599 -14.292
H 35.824 4.238 -23.746
H 36.682 2.766 -17.889
H 38.734 13.907 -12.645
H 35.377 4.232 -14.401
O 30.881 3.848 -13.434
H 29.974 6.276 -14.918
H 36.326 11.981 -17.880
C 29.883 3.362 -14.005
H 36.742 1.313 -24.427
C 38.649 11.328 -14.642
H 35.591 10.534 -17.136
H 30.650 3.474 -16.824
O 28.667 6.123 -17.663
H 31.759 3.085 -15.559
H 31.782 8.312 -15.905
H 36.678 12.780 -15.499
C 38.906 12.847 -12.835
O 36.179 2.850 -22.087
H 26.234 4.612 -13.174
H 34.006 3.549 -15.169
O 29.777 2.779 -15.190
H 35.682 11.621 -14.938
H 35.780 2.321 -25.448
C 34.369 4.480 -14.735
O 36.992 4.763 -21.026
H 33.985 8.129 -19.638
H 35.303 9.219 -19.374
C 36.554 3.596 -18.583
O 36.238 3.025 -19.861
H 36.243 7.976 -17.611
C 30.050 7.323 -15.211
O 27.990 8.445 -18.243
H 30.103 7.951 -14.322
O 34.159 5.622 -15.485
H 31.672 6.744 -16.546
O 38.389 12.536 -14.076
H 31.015 1.759 -16.349
C 36.499 3.654 -21.003
H 38.522 12.224 -12.028
H 34.048 9.267 -18.272
H 26.631 4.033 -11.522
H 39.992 12.750 -12.834
C 36.443 11.736 -15.709
H 34.853 12.182 -16.903
O 37.604 10.946 -15.420
H 35.753 6.673 -18.706
O 28.607 3.517 -13.589
H 28.430 5.620 -13.188
C 35.770 11.604 -17.022
O 36.283 5.677 -16.208
C 31.047 7.588 -16.256
S 28.826 7.544 -17.474
C 28.246 4.647 -12.731
H 26.790 5.771 -11.882
O 28.895 7.833 -15.826

The value obtained for the maximum force is 4.9 eV/A. Its structure (SMILES) is O=S1(=O)OCCO1.CCOC(=O)OC.CCOC(=O)OC.CCOC(=O)OC.CCOC(=O)OC. Its energy above the lowest of the compared OMol25 structures with the same formula, charge and spin is 60.8 kcal/mol.

Here are the Löwdin charges for atoms 1 to 6, given in e:
1 C -0.107
2 C -0.063
3 C -0.609
4 C -0.187
5 H 0.125
6 H 0.113

Entry 3:
Here is a cluster of 6 separate species, C18H36O18 in total in a non-equilibrium geometry from OMol25. Energies are from ωB97M-V/def2-TZVPD.

Atoms and positions in Å:
C 6.650 -13.645 14.026
H 0.615 -9.820 10.664
C -0.703 -10.166 18.561
C 3.567 -12.103 15.439
H 4.055 -17.054 9.308
H 2.983 -15.757 9.241
H 2.109 -9.421 17.400
H 6.552 -12.834 13.305
C 2.571 -19.929 5.972
O 7.817 -13.370 9.055
H 8.124 -16.806 10.268
O 6.585 -14.992 13.522
C 7.545 -15.243 12.736
H 4.149 -11.355 15.976
C 7.242 -12.207 8.868
H 2.132 -11.111 17.508
O 2.304 -17.394 8.315
C 2.991 -16.835 9.401
O 7.464 -16.544 12.337
H 7.611 -13.492 14.518
H 9.385 -16.935 11.521
O 1.743 -9.294 12.311
C 4.174 -13.597 10.925
H 3.928 -13.376 9.887
C 1.652 -9.686 10.970
O 6.791 -11.650 9.993
O 8.471 -14.490 12.283
H -3.880 -9.007 18.382
O 3.956 -8.886 12.257
H 2.116 -10.649 10.760
C 3.577 -13.049 13.181
H 2.309 -19.905 4.915
C 5.977 -10.525 10.100
O 2.812 -19.541 8.745
C 2.896 -9.021 12.871
O 4.003 -12.667 12.015
H 2.183 -20.845 6.419
C 2.425 -18.684 7.984
O 6.931 -11.717 7.835
O 2.220 -18.758 6.696
H -2.513 -8.492 19.433
O 0.220 -10.454 17.663
H 8.875 -13.672 7.360
H 3.769 -9.217 15.959
O -1.983 -9.712 17.913
H 2.405 -16.983 10.308
H 1.948 -8.915 10.258
C 8.242 -14.236 8.045
O 2.649 -9.056 14.209
H 5.585 -10.571 11.116
H 7.425 -14.693 7.486
H 2.516 -11.995 15.708
H 3.319 -7.554 15.511
H 3.649 -19.933 6.131
H 8.882 -15.073 8.326
H 5.140 -14.102 10.905
C 1.575 -10.247 17.871
O 3.260 -14.189 13.581
H -3.191 -10.157 19.519
O 3.812 -12.040 14.030
H 3.497 -14.424 11.136
H 6.416 -9.534 9.981
C 3.641 -8.523 15.129
H 8.222 -18.146 11.202
H 5.876 -13.650 14.793
C -2.955 -9.314 18.870
H 3.958 -13.096 15.659
H 5.125 -10.519 9.421
H 4.613 -8.330 14.676
O -0.376 -10.063 19.734
H 1.890 -10.141 18.909
C 8.324 -17.066 11.308

The value obtained for the maximum force is 7.4 eV/A. Its structure (SMILES) is COC(=O)OC.COC(=O)OC.COC(=O)OC.COC(=O)OC.COC(=O)OC.COC(=O)OC. Its energy above the lowest of the compared OMol25 structures with the same formula, charge and spin is 105.2 kcal/mol.

Here are the Löwdin charges for atoms 1 to 6, given in e:
1 C 0.001
2 H 0.093
3 C -0.442
4 C -0.026
5 H 0.108
6 H 0.073

Entry 4:
Here is a cluster of 6 separate species, C18H36O18 in total in a non-equilibrium geometry from OMol25. Energies are from ωB97M-V/def2-TZVPD.

Atoms and positions in Å:
C -6.599 2.189 -3.613
C 5.005 0.770 2.267
H 2.389 1.686 4.767
O 3.325 -1.262 2.620
C -6.991 -0.023 -2.984
C -3.066 -1.940 -1.091
H 0.359 -4.216 1.101
O -0.669 0.329 -0.063
C -0.701 4.677 1.769
O 2.202 0.094 -3.481
H 1.094 6.566 1.252
O 1.843 0.083 3.577
H -2.522 -2.729 -1.622
H -3.925 -1.751 -1.732
H 5.358 1.757 1.961
H 1.350 0.587 0.088
C 0.457 6.666 2.126
O -2.260 -0.781 -0.983
C 4.838 -6.075 1.963
C 1.713 -0.921 -2.603
H 1.174 2.048 3.505
O 3.648 1.714 -3.916
H 0.634 -0.380 1.348
H 2.146 -1.887 -2.855
C 0.480 0.517 0.743
H -7.793 -2.507 -3.062
O -6.138 0.986 -3.021
O -0.788 5.983 1.903
H 0.431 1.373 1.404
H -3.021 2.534 1.193
C 3.000 -0.173 2.981
O -1.935 4.172 1.731
C 1.433 -4.041 1.131
O 4.020 0.383 -2.186
H -6.536 -2.984 -1.840
H 5.406 -6.138 1.042
H 1.869 -4.669 0.361
O -8.115 0.008 -3.409
H 2.023 2.260 -5.073
O -0.820 -1.874 0.368
O 1.880 -4.256 2.471
O 0.321 4.044 1.666
H 1.945 -0.670 -1.571
O -6.385 -1.044 -2.393
H 0.760 1.107 4.963
H -1.644 2.102 2.159
H -6.435 2.150 -4.689
C -7.191 -2.203 -2.209
H -1.458 2.560 0.468
H 2.928 0.880 -5.704
H 5.423 -5.531 2.709
H 4.969 0.194 1.340
H -3.420 -2.313 -0.133
H 3.664 2.446 -5.817
C -1.982 2.800 1.391
H 0.927 6.256 3.018
H -7.926 -2.012 -1.415
O 3.173 -5.357 3.882
H 5.730 0.311 2.935
H 4.660 -7.068 2.376
H -6.020 2.989 -3.163
C 3.350 0.682 -3.127
C 1.527 1.302 4.217
H 1.625 -2.994 0.904
C -1.202 -0.885 -0.182
H 0.639 -0.938 -2.764
O 3.737 0.950 2.857
H -7.657 2.349 -3.411
O 3.633 -5.379 1.680
C 2.907 -5.038 2.758
C 3.019 1.839 -5.188
H 0.181 7.698 2.306

The value obtained for the maximum force is 1.9 eV/A. Its structure (SMILES) is COC(=O)OC.COC(=O)OC.COC(=O)OC.COC(=O)OC.COC(=O)OC.COC(=O)OC. Its energy above the lowest of the compared OMol25 structures with the same formula, charge and spin is 19.4 kcal/mol.

Here are the Löwdin charges for atoms 1 to 6, given in e:
1 C -0.037
2 C -0.049
3 H 0.099
4 O 0.156
5 C -0.631
6 C -0.042

Entry 5:
Here is a cluster of 6 separate species, C18H36O18 in total in a non-equilibrium geometry from OMol25. Energies are from ωB97M-V/def2-TZVPD.

Atoms and positions in Å:
H -2.689 5.140 -0.480
H -0.668 10.598 -0.275
H 5.446 -4.269 -0.385
O -2.232 -1.099 0.202
C -3.852 -0.744 -2.097
H 6.918 -8.055 -2.513
H -3.854 -1.834 -2.122
H 2.378 -0.538 -5.185
H -0.118 0.260 1.133
O 1.488 6.191 3.509
C 4.094 6.092 2.315
O 5.329 -6.219 0.470
H 0.760 3.915 5.427
O 3.314 5.003 2.734
C 7.600 -1.192 -3.228
H 2.850 0.765 -4.327
C 0.225 0.140 0.105
O -0.681 0.157 -0.952
H 0.959 0.922 -0.088
C -8.894 -3.195 1.814
O -1.367 6.534 0.144
O -2.568 -0.222 -1.933
H -2.311 10.391 0.535
H 4.991 5.699 1.836
H 2.719 -0.901 -3.469
C -10.116 -5.177 2.456
H -1.160 5.303 -1.395
C 7.341 -7.074 -2.300
O 4.404 -0.671 -4.606
H 7.378 -6.523 -3.240
H 8.286 -7.351 -1.832
H 8.276 -1.965 -3.592
H -11.812 -7.098 2.643
C -10.974 -7.311 3.306
H -10.469 -8.247 3.070
C 2.151 5.133 3.311
H 3.464 6.658 1.629
C -1.585 10.015 -0.186
H 0.792 -0.790 0.050
H 4.453 6.734 3.119
O 5.026 -0.543 -2.449
H -1.108 4.594 0.293
H -4.437 -0.398 -2.949
O 1.704 3.975 3.544
H -7.865 -2.836 1.786
C -1.965 7.614 -0.308
O 6.747 -8.036 0.331
C 3.020 -0.311 -4.334
C 4.709 -5.016 -0.089
C 6.175 -7.011 -0.205
C 0.520 3.691 4.388
H -4.537 -0.465 -1.296
H 4.060 -5.211 -0.943
C -1.888 -0.403 -0.741
O -9.910 -6.333 3.029
O -1.225 8.686 0.122
H -9.341 -3.151 0.821
H 0.236 2.639 4.372
H 7.278 -1.646 -2.290
H 8.171 -0.298 -2.977
O -3.030 7.667 -0.918
H -9.459 -2.456 2.382
O 6.491 -0.993 -4.145
O -8.966 -4.503 2.389
C -1.609 5.266 -0.403
H -2.038 9.953 -1.175
O 6.457 -6.475 -1.358
C 5.276 -0.700 -3.649
H -0.359 4.246 4.059
H 4.009 -4.587 0.629
H -11.207 -7.413 4.366
O -11.204 -4.718 2.119

The value obtained for the maximum force is 6.3 eV/A. Its structure (SMILES) is COC(=O)OC.COC(=O)OC.COC(=O)OC.COC(=O)OC.COC(=O)OC.COC(=O)OC. Its energy above the lowest of the compared OMol25 structures with the same formula, charge and spin is 80.8 kcal/mol.

Here are the Löwdin charges for atoms 1 to 6, given in e:
1 H 0.097
2 H 0.095
3 H 0.090
4 O 0.123
5 C -0.085
6 H 0.096

Entry 6:
Here is a structure of composition C18H37BF4N6NiO2PS from OMol25. Energies are from ωB97M-V/def2-TZVPD.

Atoms and positions in Å:
H -1.862 -5.303 -2.556
H 0.233 1.930 3.853
C 2.965 1.783 1.998
H 2.287 -4.920 -2.758
C -0.748 3.023 -1.689
C 0.436 -3.027 -2.065
H -0.430 3.996 -2.089
C 2.619 -4.170 -2.043
F 1.246 -2.738 1.094
O 1.761 -3.017 -2.089
H -1.964 -0.597 0.259
H 3.587 -3.784 -2.350
C -0.476 -4.224 -1.621
H 0.186 1.205 -4.471
C -3.753 2.696 0.842
H 0.671 -5.896 -1.782
H -2.258 2.431 2.375
Ni -0.019 -1.662 -0.232
C -4.567 1.465 1.265
C -2.565 0.320 0.252
C -2.302 2.566 1.285
H 1.438 -0.487 2.427
H -2.982 0.426 -0.759
C 2.783 0.960 3.270
C 0.308 1.244 2.998
S -1.486 -3.423 -0.278
H 2.822 1.635 4.138
F 3.355 -3.067 1.936
H -0.651 0.726 2.911
H -1.265 1.086 -2.457
H 2.400 1.459 -3.272
N 0.499 2.077 1.799
B 2.099 -3.648 1.832
C 1.447 1.475 -2.735
H -1.795 2.423 -3.483
H 1.891 3.377 0.950
H -3.773 2.796 -0.247
P -0.025 1.366 0.366
C -3.681 0.210 1.278
F 1.528 -3.891 3.062
H 2.670 -4.566 -1.032
H -3.221 0.089 2.262
H 3.592 0.237 3.386
H 0.633 -5.257 -0.234
F 2.180 -4.843 1.075
N 0.611 0.015 0.028
C 1.568 2.402 -1.529
H -5.408 1.324 0.582
H -1.666 3.192 -1.131
C 1.796 2.753 1.839
H -4.261 -0.693 1.085
H -1.743 3.476 1.068
H 1.779 3.430 2.705
N -1.679 1.433 0.598
H 2.986 1.107 1.140
H -1.699 -3.791 -3.164
H 0.562 2.889 -4.107
H 2.338 2.034 -0.854
H -4.187 3.610 1.252
C 1.437 0.245 3.235
H 1.258 -0.295 4.168
N 0.114 -5.412 -1.092
N -1.183 -4.601 -2.837
O -0.117 -1.987 -2.414
N 0.306 2.566 -0.784
C 0.315 1.919 -3.654
H 3.907 2.339 2.018
C -0.975 2.064 -2.853
H -4.995 1.626 2.258
H 1.875 3.404 -1.863
H 1.250 0.467 -2.368

The value obtained for the maximum force is 0.9 eV/A. Its charge is -1. Its energy above the lowest of the compared OMol25 structures with the same formula, charge and spin is 5.8 kcal/mol. The multiplicity is 3. Its expectation value of S² is 2.008.

Here are the Löwdin charges for atoms 1 to 6, given in e:
1 H 0.071
2 H 0.115
3 C -0.197
4 H 0.090
5 C -0.217
6 C -0.551